No. 1
This record from the OMol25 dataset describes a structure of composition C5H14N2O in a non-equilibrium geometry. The level of theory is ωB97M-V/def2-TZVPD.

2S+1   1
Frontier orbital gap   7.92 eV
Highest occupied orbital energy   -7.17 eV
LUMO energy   0.74 eV
Total charge   0
DFT total energy   -383.5033 Eh

Geometry (Å):
C  0.7554  -0.2358  -0.0817
C  0.0297  0.9590  -0.3702
C  1.6179  1.9819  -0.3546
C  -1.2161  -2.0119  -1.3376
C  -1.9007  -1.1658  0.7933
N  -1.0115  -1.0129  -0.3243
N  2.1445  2.2737  0.9290
O  1.2089  -0.5253  1.1715
H  0.5322  -0.2720  1.8131
H  1.4061  -0.6532  -0.8419
H  2.5362  1.4579  1.3847
H  1.4730  2.7140  1.5459
H  -0.3245  1.0746  -1.3855
H  -0.5348  1.4150  0.4358
H  2.3786  1.5585  -1.0080
H  1.2150  2.8780  -0.8239
H  -0.5807  -1.8052  -2.2047
H  -1.0018  -3.0349  -0.9800
H  -2.2551  -2.0074  -1.7081
H  -1.7750  -2.1274  1.3251
H  -1.7372  -0.3656  1.5279
H  -2.9602  -1.0950  0.4943

=====

No. 2
This record from the OMol25 dataset describes a structure of composition C46H40AsN5OS2Tl. The level of theory is ωB97M-V/def2-TZVPD.

2S+1   1
Frontier orbital gap   4.97 eV
Highest occupied orbital energy   -15.03 eV
LUMO energy   -10.05 eV
Total charge   +3
DFT total energy   -5329.6378 Eh

Geometry (Å):
Tl  1.2951  -0.5775  -2.8254
S  1.6248  0.7259  0.8236
C  0.1035  1.4633  1.1817
N  -0.8143  1.2947  2.0402
C  -2.0230  2.1438  1.8761
C  -1.6839  3.5423  1.3986
N  -0.7388  3.5255  0.2505
C  -0.7416  4.6620  -0.7121
C  -2.0267  4.6731  -1.4995
C  -2.2230  3.7336  -2.5086
C  -3.3989  3.7486  -3.2417
C  -4.3819  4.6921  -2.9620
C  -4.1907  5.6208  -1.9495
C  -3.0117  5.6122  -1.2149
C  0.0680  2.5491  0.1885
S  1.5051  2.2322  -0.7160
C  -0.7899  0.2571  3.1022
C  -0.8599  0.9042  4.4607
C  0.2265  1.6370  4.9340
C  0.1573  2.2514  6.1741
C  -0.9968  2.1341  6.9419
C  -2.0759  1.3972  6.4749
C  -2.0112  0.7844  5.2303
H  -2.5198  2.2086  2.8418
H  -2.6740  1.6310  1.1715
H  -1.2220  4.1441  2.1843
H  -2.5971  4.0364  1.0737
H  0.1287  4.5471  -1.3584
H  -0.6284  5.5782  -0.1324
H  -1.4498  3.0020  -2.7294
H  -3.5452  3.0373  -4.0447
H  -5.2932  4.7093  -3.5462
H  -4.9496  6.3634  -1.7392
H  -2.8524  6.3601  -0.4441
H  0.1283  -0.3207  2.9767
H  -1.6496  -0.3932  2.9315
H  1.1394  1.7110  4.3472
H  1.0057  2.8084  6.5499
H  -1.0502  2.6141  7.9100
H  -2.9643  1.2898  7.0832
H  -2.8497  0.1948  4.8723
N  11.1586  -4.3969  0.8943
C  10.2337  -3.7975  0.5699
C  9.0685  -3.0496  0.1712
C  7.8107  -3.4255  0.6335
C  6.6922  -2.7052  0.2592
C  6.8261  -1.6129  -0.5853
C  8.0738  -1.2360  -1.0551
C  9.1948  -1.9517  -0.6737
N  5.6581  -0.8671  -0.9819
C  5.6431  0.3917  -1.5355
C  4.3395  0.6848  -1.7751
N  3.5371  -0.3715  -1.3663
C  4.3775  -1.2827  -0.9075
H  7.7131  -4.2790  1.2904
H  5.7261  -2.9977  0.6498
H  8.1931  -0.4030  -1.7346
H  10.1706  -1.6626  -1.0394
H  6.5325  0.9695  -1.7124
H  3.9480  1.5778  -2.2392
H  4.0856  -2.2480  -0.5264
O  -0.8186  0.0927  -1.1348
As  -1.6613  -1.3645  -1.2550
C  -2.6485  -1.4638  -2.8776
C  -2.8820  -0.2887  -3.5847
C  -3.6826  -0.3296  -4.7172
C  -4.2414  -1.5322  -5.1302
C  -4.0129  -2.7011  -4.4133
C  -3.2200  -2.6720  -3.2766
C  -2.9140  -1.5554  0.1821
C  -2.8483  -2.6030  1.0972
C  -3.8152  -2.7034  2.0915
C  -4.8398  -1.7690  2.1609
C  -4.9186  -0.7392  1.2275
C  -3.9604  -0.6345  0.2311
C  -0.3578  -2.7738  -1.1811
C  0.3783  -2.9345  -0.0052
C  1.3254  -3.9433  0.0851
C  1.5428  -4.7901  -0.9983
C  0.8308  -4.6174  -2.1780
C  -0.1258  -3.6133  -2.2727
H  -2.4353  0.6388  -3.2472
H  -3.8760  0.5734  -5.2818
H  -4.8649  -1.5599  -6.0146
H  -4.4568  -3.6335  -4.7356
H  -3.0679  -3.5790  -2.7029
H  -2.0668  -3.3492  1.0288
H  -3.7821  -3.5266  2.7942
H  -5.5995  -1.8595  2.9273
H  -5.7449  -0.0405  1.2622
H  -4.0440  0.1347  -0.5301
H  0.2000  -2.2792  0.8397
H  1.8822  -4.0829  1.0036
H  2.2584  -5.5987  -0.9167
H  1.0060  -5.2755  -3.0197
H  -0.6902  -3.4920  -3.1893

=====

No. 3
This record from the OMol25 dataset describes a structure of composition C3H3P3 in a non-equilibrium geometry. The level of theory is ωB97M-V/def2-TZVPD.

2S+1   1
Frontier orbital gap (alpha / beta)   6.50 / 6.51 eV
Highest occupied orbital energy (alpha / beta)   -8.15 / -8.16 eV
LUMO energy (alpha / beta)   -1.65 / -1.65 eV
Total charge   0
DFT total energy   -1140.0323 Eh

Geometry (Å):
C  1.5527  -1.2331  -0.2949
C  1.1737  0.1059  -0.2008
C  0.1139  0.7824  0.2661
P  3.1540  -1.7017  0.0170
P  2.9927  1.7446  -0.0881
P  4.1905  0.1805  0.1372
H  0.8175  -2.0581  -0.4799
H  -0.2936  1.7308  0.0601
H  -0.4553  0.1795  1.0157